{"formula": "C49H49BaIN5S2Si", "method": "ωB97M-V with the def2-TZVPD basis set", "symbols": ["H", "C", "H", "C", "H", "C", "H", "N", "C", "N", "H", "C", "C", "N", "C", "C", "H", "H", "C", "C", "C", "C", "C", "C", "H", "H", "C", "C", "N", "C", "C", "C", "H", "C", "H", "C", "H", "H", "C", "C", "H", "C", "H", "H", "C", "Si", "C", "H", "C", "C", "H", "S", "H", "C", "C", "C", "C", "C", "H", "C", "C", "H", "H", "H", "H", "H", "C", "N", "H", "H", "C", "H", "H", "H", "H", "C", "H", "H", "H", "H", "C", "H", "I", "C", "C", "H", "H", "H", "H", "C", "C", "H", "H", "C", "H", "H", "H", "S", "Ba", "H", "C", "H", "C", "C", "C", "H", "C", "H"], "positions_angstrom": [[-5.5514, -3.5745, 1.2424], [1.3849, 3.3613, 3.9670], [5.9990, 3.4292, -1.2639], [-0.5733, 4.6625, -0.8603], [-0.9945, 4.4662, -1.8513], [3.2913, -4.1920, 0.8935], [1.2179, -0.1373, -8.0731], [2.6550, 0.5925, 1.8706], [-0.9661, 0.2700, -5.5097], [0.1619, 1.6155, 3.1399], [-2.0047, 0.5322, -5.3475], [-3.7272, 2.5008, 2.2604], [0.0641, 3.5245, 4.3838], [-2.3698, -2.5632, 1.0629], [-5.6231, -0.8163, 1.6397], [0.1895, 1.5902, -2.0201], [0.5574, -4.4710, 6.3290], [-1.1404, 0.4750, -7.6395], [2.0574, -5.6702, 5.3212], [-0.6293, 2.4256, 3.8611], [0.8382, -0.1110, -7.0586], [1.0336, -3.7136, 4.3976], [-3.7161, -2.3683, 1.2693], [-0.7775, -4.3940, 0.4880], [3.5152, 2.1598, 2.8991], [-0.8306, -2.2607, -1.5552], [3.9506, 0.9486, -2.3102], [1.1497, -4.5929, 5.4325], [0.0873, 1.9137, -0.5876], [3.7105, 0.3300, -1.0924], [1.1670, -0.4064, -4.6976], [-4.2194, 1.1197, 1.9945], [4.1366, -5.9107, 1.8503], [5.1206, 1.9313, -0.0062], [2.2762, -2.4724, 0.1347], [-1.2660, 2.3548, -0.2003], [0.8638, -1.7310, -1.6818], [-0.7009, 5.7307, -0.6714], [1.6652, -0.4370, -5.9914], [3.4449, -5.0784, 1.9234], [-4.0510, 2.8420, 3.2451], [0.9159, 4.2711, -0.8346], [-0.3435, 4.3112, 4.9995], [-2.6430, 2.5270, 2.2261], [-3.1646, 1.3445, -3.1196], [-0.6708, -0.0264, -2.5738], [-2.1134, -3.8014, 0.7609], [-1.6263, 1.7457, 0.6346], [-4.4864, -3.4828, 1.1245], [2.3770, -3.1203, 1.0095], [5.5765, 2.3194, 0.8977], [-5.9268, 0.8263, 1.9616], [-4.1223, 3.1944, 1.5169], [-2.5524, 0.2210, -2.5553], [1.7849, -3.8175, 3.1912], [-1.3511, 3.8386, 0.1633], [2.5919, 1.6266, 2.6292], [-3.3801, -0.7113, -1.9290], [-6.4268, -1.5152, 1.4910], [3.9813, 0.1967, 1.4148], [-4.5383, 1.5327, -3.0619], [3.0506, -0.5302, -1.0441], [4.0038, -0.8925, 1.3422], [3.4855, 0.5692, -3.2121], [-0.9509, 4.0146, 1.1665], [-2.4012, 4.1427, 0.1802], [1.6013, -2.8855, 2.1294], [-3.4951, 0.0654, 1.7819], [2.0845, 2.4927, -0.4054], [-2.5524, 2.1018, -3.6002], [-5.3412, 0.5880, -2.4366], [-5.3730, -1.2792, -1.3790], [-0.8788, -5.3529, -0.0198], [1.0380, 3.0010, 0.9030], [-1.9454, 2.1621, -1.0292], [-4.2829, -1.0457, 1.5729], [4.9485, 2.5523, -3.3301], [3.8688, -4.3168, -0.0176], [1.2479, 1.4071, -2.2368], [-0.2294, -4.5385, 1.4182], [4.2934, 0.8163, 0.0746], [2.1518, -6.3691, 6.1431], [-0.3028, -2.0944, 4.5692], [5.3576, 2.5576, -1.2221], [-0.4817, 0.2340, -6.8130], [1.4956, 4.9971, -0.2576], [-0.0986, 2.4404, -2.6617], [2.2321, 3.9965, 4.1805], [-1.6656, 2.1743, 4.0336], [2.8044, -5.8257, 4.1913], [2.6872, -4.9179, 3.1076], [-0.1922, -3.7164, -0.1303], [4.7486, 0.5024, 2.1375], [-4.7576, -0.5371, -1.8731], [-4.9839, 2.4176, -3.5011], [2.6943, -0.7268, -6.1702], [1.8132, -0.7059, -3.8773], [-3.5141, -4.8144, 0.7053], [0.1250, -0.5173, 1.3354], [3.5000, -6.6534, 4.1037], [1.0965, 2.8964, -0.1805], [1.3275, 4.2718, -1.8462], [1.4115, 2.1790, 3.2144], [-0.1689, -1.3935, -1.5320], [4.7712, 2.0668, -2.3790], [-2.9340, -1.5828, -1.4653], [-0.1534, -0.0385, -4.4181], [-6.4141, 0.7314, -2.3866]], "forces_ev_per_a": [[-0.033, -0.005, -0.004], [0.042, -0.053, 0.012], [0.003, 0.006, -0.004], [0.011, -0.020, 0.034], [-0.004, 0.005, -0.009], [0.045, -0.039, -0.019], [-0.001, -0.001, 0.001], [-0.103, 0.232, 0.122], [0.017, 0.012, 0.000], [0.107, 0.025, -0.009], [-0.023, 0.007, -0.001], [0.041, 0.026, -0.024], [-0.072, -0.020, 0.019], [0.110, 0.052, 0.084], [0.017, -0.015, 0.001], [-0.085, -0.079, 0.024], [-0.003, -0.001, 0.014], [-0.003, 0.000, -0.005], [0.010, -0.010, 0.012], [-0.009, 0.031, 0.104], [0.009, -0.002, -0.008], [0.028, 0.072, -0.103], [-0.076, -0.033, -0.013], [0.045, 0.039, -0.026], [-0.001, -0.016, -0.011], [-0.037, -0.030, -0.091], [-0.020, -0.003, -0.046], [-0.049, 0.030, 0.034], [0.156, 0.015, -0.135], [0.023, -0.003, -0.008], [0.000, -0.011, -0.015], [-0.194, 0.027, 0.026], [0.005, -0.002, -0.001], [-0.018, 0.021, -0.013], [0.024, 0.014, -0.024], [0.005, -0.001, 0.045], [0.040, 0.027, -0.025], [0.013, 0.000, -0.012], [0.015, -0.004, 0.003], [0.008, 0.000, -0.026], [0.014, -0.003, 0.000], [-0.015, -0.002, 0.015], [-0.005, 0.012, 0.010], [-0.037, 0.016, 0.008], [-0.014, -0.004, 0.002], [0.107, -0.060, 0.110], [-0.113, -0.129, -0.020], [-0.058, -0.016, 0.050], [-0.003, 0.013, 0.009], [0.017, -0.068, 0.136], [0.000, -0.003, 0.007], [0.105, 0.038, -0.009], [0.009, -0.007, 0.007], [0.033, -0.006, 0.009], [-0.081, -0.020, 0.044], [0.024, 0.059, -0.046], [0.214, -0.243, -0.069], [-0.020, 0.002, -0.007], [-0.017, -0.025, -0.005], [0.039, 0.007, 0.004], [-0.010, 0.036, -0.024], [-0.002, -0.011, 0.002], [0.001, -0.004, 0.013], [0.014, 0.011, 0.029], [-0.012, -0.005, 0.025], [0.031, -0.016, -0.006], [0.043, 0.319, -0.267], [0.152, -0.002, -0.016], [0.003, -0.009, -0.008], [0.009, 0.012, -0.007], [-0.012, -0.017, 0.018], [-0.014, -0.013, 0.016], [-0.001, -0.004, -0.005], [0.014, 0.019, -0.002], [-0.010, -0.003, 0.001], [-0.085, -0.049, -0.002], [-0.001, 0.001, -0.008], [0.004, -0.011, 0.001], [0.028, 0.019, -0.008], [0.009, -0.004, 0.026], [0.022, -0.015, 0.004], [0.002, -0.010, 0.008], [-0.010, -0.113, 0.173], [0.000, -0.003, -0.003], [-0.016, 0.012, -0.010], [-0.004, 0.013, -0.011], [-0.019, 0.009, -0.029], [0.013, 0.009, 0.008], [-0.018, -0.015, -0.017], [0.019, -0.015, -0.012], [-0.040, 0.035, 0.044], [0.024, 0.012, -0.002], [0.003, -0.018, -0.012], [-0.006, -0.001, 0.010], [0.000, 0.005, -0.004], [0.009, -0.002, -0.005], [-0.012, -0.005, -0.009], [0.074, 0.047, 0.012], [-0.397, -0.312, -0.248], [0.009, -0.009, -0.001], [-0.001, 0.019, -0.006], [0.003, 0.001, -0.003], [-0.058, 0.174, 0.080], [-0.022, 0.119, 0.077], [0.007, 0.002, 0.003], [0.015, -0.022, 0.017], [-0.003, -0.039, -0.003], [-0.004, -0.002, 0.002]], "de_lowest_ev": 0.153, "lumo_energy_ev": 1.96, "total_charge": -1, "homo_ev": -4.117}